DFT (ωB97M-V with the def2-TZVPD basis set) results for C31H55BeBrNO3P3 as an isolated structure at a distorted geometry.

- Highest occupied orbital energy (alpha / beta): -0.4234 / -0.4799 hartree
- E: -138963.8144 eV
- E_LUMO (alpha / beta): -7.1 / -6.3 eV
- Total charge: +2
- M: 671.6 g/mol

Last column: Mulliken charge in e.
Atoms and positions in Å:
N1 -6.65510 5.04622 -5.27095  -0.55
C1 -6.34932 5.39806 -4.01580  -0.33
C2 -5.52648 4.67222 -3.16469  -0.54
C3 -4.91539 3.48664 -3.64095  0.65
C4 -5.24395 3.09337 -4.95177  -0.47
C5 -6.09400 3.90201 -5.71002  -0.42
C6 -3.96250 2.71081 -2.82748  -0.06
Be1 -0.55945 0.13021 -1.70767  -1.25
P1 4.30324 -0.55835 -0.30440  -0.22
C7 -3.05879 1.79656 -3.32936  -0.87
C8 -1.78607 1.46886 -2.70059  0.68
C9 -0.56014 1.54528 -3.42116  -0.56
C10 0.63647 1.93020 -2.77245  -0.65
C11 0.65377 1.86632 -1.34301  0.50
C12 -0.52970 1.58097 -0.61079  -0.38
C13 -1.72347 1.32119 -1.30381  -0.06
Br1 2.07333 1.09774 -0.34935  -0.06
H1 -3.90806 2.94876 -1.77100  0.39
H2 -3.20071 1.44970 -4.37646  0.28
H3 -5.36937 5.07493 -2.18297  0.39
H4 -4.84694 2.19708 -5.40030  0.34
H5 -6.80571 6.32910 -3.70971  0.39
H6 -6.35846 3.65281 -6.73005  0.39
H7 -0.63352 1.54631 -4.49171  0.63
H8 -2.62439 1.41941 -0.74191  0.89
H9 1.44439 2.32719 -3.40959  0.54
H10 -0.51167 1.47417 0.47240  0.21
P2 -0.51894 -2.15435 -0.87205  1.06
C14 4.95816 1.12566 -0.01728  -0.26
C15 6.35794 1.51624 -0.53702  -1.44
H11 4.89071 1.36303 1.06372  0.48
H12 4.23962 1.82055 -0.52102  0.37
H13 6.51187 2.58846 -0.35331  0.42
H14 7.14792 0.97625 -0.00788  0.37
H15 6.44965 1.34482 -1.61191  0.33
C16 3.97342 -1.20276 -1.96736  1.12
C17 5.03980 -2.22776 -2.41588  -1.44
H16 3.93628 -0.34973 -2.68644  0.42
H17 2.96926 -1.68382 -1.99614  -0.78
H18 4.92367 -2.45743 -3.47891  0.43
H19 6.04447 -1.82510 -2.27101  0.39
H20 4.96325 -3.17264 -1.87442  0.36
C18 3.73139 -1.60031 1.05492  0.48
C19 4.83018 -1.93157 2.08646  -1.49
H21 3.28268 -2.54793 0.67834  0.22
H22 2.89605 -1.06107 1.56193  -0.09
H23 4.48900 -2.67433 2.81561  0.41
H24 5.73194 -2.32293 1.61198  0.40
H25 5.11677 -1.04529 2.65987  0.37
C20 -0.38216 -3.37665 0.53007  0.18
C21 -1.37528 -4.54245 0.72148  -1.33
H26 -0.37222 -2.73301 1.42146  -0.33
H27 0.63130 -3.80156 0.41416  0.55
H28 -2.28362 -4.24277 1.26376  0.31
H29 -1.67094 -5.01540 -0.22822  0.36
H30 -0.88520 -5.31739 1.32630  0.41
C22 0.51617 -2.91389 -2.21603  0.12
C23 0.13720 -2.57743 -3.66247  -1.17
H31 0.55301 -4.00513 -2.04872  0.57
H32 1.52731 -2.50792 -1.99491  -0.77
H33 -0.87968 -2.94042 -3.89007  0.34
H34 0.19218 -1.49011 -3.88634  0.23
H35 0.84945 -3.08490 -4.33328  0.45
C24 -2.34810 -2.27351 -1.22473  -1.07
C25 -3.14993 -1.82168 0.00681  -1.05
H36 -2.56991 -3.31059 -1.52963  0.65
H37 -2.52817 -1.58522 -2.07557  0.55
H38 -3.80233 -0.96850 -0.26691  0.33
H39 -3.79851 -2.64336 0.35030  0.32
H40 -2.52649 -1.49594 0.86966  0.12
C26 -0.25837 -2.98115 4.77473  -1.27
C27 -1.21062 -1.96240 4.21113  -0.31
O1 -0.47716 -1.04432 3.37497  -0.06
P3 -0.93041 0.56604 3.11689  -0.04
O2 -1.07154 1.05083 4.67494  -0.34
C28 0.07153 0.93584 5.57352  0.25
C29 -0.41568 0.72227 6.98123  -1.37
O3 0.51176 1.11822 2.70963  -0.11
C30 0.88723 2.51693 2.41355  -0.22
C31 -0.24122 3.44410 2.13261  -0.94
H41 0.22005 -3.52857 3.97821  0.26
H42 -0.79207 -3.65420 5.43138  0.42
H43 0.51104 -2.46169 5.34548  0.30
H44 -1.98641 -2.43205 3.61013  0.25
H45 -1.73297 -1.43316 5.00814  0.53
H46 0.75339 0.11475 5.27203  0.11
H47 0.61031 1.90276 5.57300  0.27
H48 -0.65723 -0.33916 7.16980  0.29
H49 0.37762 0.94228 7.70266  0.40
H50 -1.31735 1.28251 7.24190  0.32
H51 1.50263 2.84902 3.24597  0.41
H52 1.54432 2.49879 1.56097  0.06
H53 -1.00130 3.41746 2.91531  0.35
H54 0.15158 4.46793 2.11431  0.47
H55 -0.73633 3.26897 1.16375  0.22